No. 1
Entry from OMol25: a 2-piece molecular cluster, C5H14NO overall (ωB97M-V/def2-TZVPD).

Each line ends with the Mulliken charge.
Positions of all 21 atoms, in Å:
1 C 0.95 -2.39 0.68  -1.276
2 C 1.47 -1.61 -0.45  0.175
3 C 2.42 -0.55 0.01  -1.367
4 H 1.71 -3.00 1.19  0.384
5 H 0.17 -3.07 0.30  0.290
6 H 0.47 -1.72 1.40  0.287
7 H 0.62 -1.16 -0.98  0.066
8 H 1.98 -2.28 -1.15  0.395
9 H 2.74 0.05 -0.85  0.311
10 H 2.00 0.11 0.78  0.277
11 H 3.32 -1.06 0.40  0.458
12 C -2.35 0.50 0.69  -0.929
13 N -0.87 0.61 0.55  -0.257
14 C -0.64 1.27 -0.81  -0.289
15 O -1.09 2.49 -0.81  -0.857
16 H -2.70 1.44 0.22  0.356
17 H -2.70 0.45 1.74  0.286
18 H -2.75 -0.35 0.11  0.217
19 H -0.58 1.39 1.16  0.220
20 H -1.10 0.54 -1.52  0.222
21 H 0.47 1.12 -0.93  0.030

Computed properties:
Kohn-Sham gap ... 0.237 Eh
Charge ... -1
E_tot ... -8948.9488 eV
ΔE to the lowest compared entry with this formula, charge and spin ... 16.3 kcal/mol
Maximum force ... 1.78 eV/A

***

No. 2
Entry from OMol25: a 2-piece molecular cluster, C5H14NO overall (ωB97M-V/def2-TZVPD).

Each line ends with the Mulliken charge.
Positions of all 21 atoms, in Å:
1 C 0.93 -1.46 0.97  -0.922
2 O 1.85 -2.44 0.53  -0.507
3 C 0.48 -0.55 -0.17  0.605
4 C -0.42 0.63 0.33  -0.696
5 C -1.87 0.62 -0.13  -1.054
6 C 0.26 1.99 0.16  -1.262
7 N -0.16 -1.34 -1.29  -0.244
8 H 0.14 -1.82 1.65  0.426
9 H 1.42 -0.70 1.63  0.364
10 H 2.06 -3.05 1.24  0.340
11 H 1.50 -0.17 -0.48  0.147
12 H -0.45 0.40 1.37  0.527
13 H -2.29 -0.36 -0.09  0.448
14 H -2.12 0.66 -1.19  0.385
15 H -2.54 1.39 0.39  0.350
16 H -0.41 2.57 -0.49  0.434
17 H 0.30 2.61 1.06  0.330
18 H 1.20 1.91 -0.37  0.418
19 H 0.51 -1.97 -1.76  0.368
20 H -0.22 -0.15 -1.52  -0.069
21 H -0.15 1.22 -1.86  0.613

Computed properties:
Kohn-Sham gap ... 0.199 Eh
Charge ... +1
E_tot ... -8934.1237 eV
ΔE to the lowest compared entry with this formula, charge and spin ... 227.9 kcal/mol
Maximum force ... 4.17 eV/A

***

No. 3
Entry from OMol25: an isolated ion of composition C5H14NO and charge +1 (ωB97M-V/def2-TZVPD).

Each line ends with the Mulliken charge.
Positions of all 21 atoms, in Å:
1 C -0.73 -0.25 -2.32  -1.625
2 C -0.20 0.08 -0.93  0.049
3 C 0.43 -1.16 -0.25  -0.646
4 C 0.95 -0.88 1.16  -0.661
5 C 1.16 0.57 1.50  -0.473
6 O -0.09 1.15 1.92  -0.535
7 N -1.22 0.80 -0.11  -0.134
8 H -1.57 -0.89 -2.22  0.435
9 H -1.13 0.58 -2.88  0.422
10 H 0.09 -0.72 -2.87  0.396
11 H 0.58 0.81 -1.07  0.303
12 H -0.41 -1.84 -0.25  0.312
13 H 1.17 -1.50 -0.98  0.386
14 H 0.24 -1.33 1.84  0.325
15 H 1.88 -1.40 1.32  0.414
16 H 1.53 1.15 0.66  0.244
17 H 1.86 0.57 2.35  0.397
18 H -0.13 1.30 2.87  0.339
19 H -0.97 0.79 0.90  0.289
20 H -1.31 1.75 -0.48  0.376
21 H -2.13 0.40 -0.15  0.387

Computed properties:
Structure (SMILES) ... C[C@@H]([NH3+])CCCO
Kohn-Sham gap ... 0.450 Eh
Charge ... +1
E_tot ... -8942.8989 eV
ΔE to the lowest compared entry with this formula, charge and spin ... 25.6 kcal/mol
Maximum force ... 1.82 eV/A